(1)
Molecular formula: C8H29N2O5
Method: DFT, the ωB97M-V functional and the def2-TZVPD basis

Cartesian coordinates (Å):
O  -0.50  0.84  -0.03
H  -1.27  0.88  -0.63
H  0.12  0.17  -0.39
H  -0.76  0.65  0.90
C  0.77  0.45  -3.00
C  0.75  -0.99  -2.64
C  1.94  -1.67  -3.31
O  2.06  -1.40  -4.70
C  1.16  -2.10  -5.54
N  0.87  -1.21  -1.15
H  1.74  0.88  -2.74
H  -0.09  0.97  -2.57
H  0.69  0.57  -4.08
H  -0.24  -1.32  -2.94
H  1.80  -2.73  -3.05
H  2.84  -1.44  -2.75
H  1.12  -3.17  -5.30
H  1.48  -2.03  -6.58
H  0.16  -1.66  -5.45
H  1.75  -1.13  -0.65
H  0.76  -2.21  -1.05
C  -0.16  -1.27  2.96
C  -0.77  0.04  3.41
C  0.17  1.09  3.90
O  0.91  0.80  5.12
C  0.17  0.90  6.28
N  -1.68  0.54  2.33
H  -0.07  -2.03  3.73
H  0.83  -1.05  2.57
H  -0.73  -1.75  2.16
H  -1.50  -0.16  4.20
H  -0.36  2.02  4.14
H  0.88  1.44  3.14
H  0.46  0.14  7.01
H  -0.91  0.89  6.15
H  0.47  1.80  6.83
H  -2.46  -0.10  2.24
H  -2.09  1.44  2.56
O  -0.18  3.54  -2.17
H  -0.18  4.50  -2.11
H  -1.05  3.29  -1.87
O  -2.58  0.53  -1.57
H  -3.15  -0.24  -1.60
H  -3.16  1.27  -1.75

Net charge   +1
Energy relative to the best compared isomer or geometry (same formula, charge and spin)   160.4 kJ/mol
Max |F|   2.7 eV/A
LUMO energy   -3.00 eV
E_HOMO   -12.352 eV

Mulliken atomic charge list, values in e, 5 entries: -0.194 0.386 0.420 0.503 -1.599

(2)
Molecular formula: C6H9F
Method: DFT, the ωB97M-V functional and the def2-TZVPD basis

Cartesian coordinates (Å):
C  -0.91  0.32  -1.21
C  -1.14  1.08  -2.28
C  -0.62  -1.04  -0.75
C  -0.55  0.18  0.18
C  1.14  -0.58  1.82
C  0.76  0.55  0.81
F  0.70  1.73  1.59
H  -1.26  2.23  -2.24
H  -1.20  0.79  -3.36
H  -1.30  -1.84  -0.68
H  0.33  -1.47  -1.18
H  -1.28  0.22  0.93
H  0.30  -0.80  2.53
H  2.12  -0.41  2.35
H  1.22  -1.55  1.31
H  1.69  0.59  0.17

SMILES   C=C1C[C@H]1[C@H](C)F
Net charge   0
Energy relative to the best compared isomer or geometry (same formula, charge and spin)   173.9 kJ/mol
Max |F|   2.9 eV/A
LUMO energy   1.08 eV
E_HOMO   -9.785 eV

Mulliken atomic charge list, values in e, 5 entries: 0.315 -0.699 -0.736 -0.301 -1.245

(3)
Molecular formula: C2H6NP2
Method: DFT, the ωB97M-V functional and the def2-TZVPD basis

Cartesian coordinates (Å):
C  -2.96  -0.58  0.10
C  2.84  0.88  -0.19
N  -0.15  -0.52  0.47
P  -1.26  -1.33  -0.13
P  2.92  -0.89  0.02
H  -3.61  -1.34  0.53
H  -2.87  0.28  0.76
H  -3.34  -0.30  -0.87
H  3.60  1.40  0.41
H  2.98  1.16  -1.23
H  1.85  1.24  0.13

Net charge   +1
Energy relative to the best compared isomer or geometry (same formula, charge and spin)   380.0 kJ/mol
Max |F|   2.2 eV/A
LUMO energy (alpha / beta)   -7.70 / -7.24 eV
E_HOMO (alpha / beta)   -14.529 / -13.039 eV

Mulliken atomic charge list, values in e, 5 entries: -0.742 -0.761 -0.346 0.301 0.611